# 1
Computed, not measured: C15H36F3MnN2O7S as an isolated structure, with ωB97M-V with the def2-TZVPD basis set.

The expectation value of S² is 8.75. The HOMO-LUMO gap (spin up / spin down) comes out at 6.0 / 6.6 eV. As for the total energy: -83762.3382 eV. The LUMO energy (spin up / spin down) is 2.33 / 2.32 eV.

Structure (ORCA input):
```
! wB97M-V def2-TZVPD RIJCOSX def2/J DEFGRID3
* xyz -1 6
Mn -0.53025 0.26807 0.07299
C -3.87597 -1.64072 -1.26555
C -2.39141 -1.91876 -1.42381
C -2.07813 -2.66136 -2.71398
O -1.67095 -0.78414 -1.25614
H -4.05661 -1.17318 -0.30056
H -4.53879 -2.50218 -1.41895
H -4.17183 -0.92234 -2.04978
H -2.16474 -2.64163 -0.59823
H -0.99418 -2.79084 -2.79871
H -2.41035 -2.09526 -3.59326
H -2.52772 -3.65849 -2.72112
C -3.91687 2.16380 0.44728
C -2.48358 2.36515 0.91146
C -2.38538 3.54829 1.86698
O -1.93895 1.21780 1.43415
H -3.98769 1.38225 -0.30660
H -4.36373 3.08374 0.04218
H -4.51000 1.88992 1.32972
H -1.87280 2.63625 0.01485
H -2.88761 4.43926 1.47922
H -1.34355 3.76393 2.11558
H -2.85430 3.23916 2.81081
C -0.79335 -3.50224 2.67128
F -0.10157 -4.04197 1.64635
F -2.09858 -3.65238 2.40918
F -0.51709 -4.22259 3.77008
S -0.32172 -1.74638 2.91992
O 1.04800 -1.87421 3.38266
O -0.39123 -1.24918 1.54141
O -1.28766 -1.23141 3.81572
C 2.62027 3.23339 1.15689
C 1.26640 2.60066 0.81865
C 0.76580 2.99580 -0.58946
O 0.04802 1.92799 -1.18117
C -0.32346 2.13961 -2.52142
N 1.23917 1.13173 1.03313
H 2.57882 4.32708 1.15743
H 3.38889 2.94453 0.42977
H 2.93047 2.91542 2.15209
H 0.54655 2.99616 1.54139
H 1.64189 3.18213 -1.23649
H 0.12074 3.87668 -0.54336
H -0.74738 3.15061 -2.63669
H -1.09829 1.41217 -2.74052
H 0.58583 2.14830 -3.13550
H 1.29922 0.95675 2.03524
H 2.09809 0.70715 0.66739
C 1.69925 -3.34020 -1.19682
C 1.88583 -1.98964 -0.50140
C 3.37627 -1.71460 -0.42811
O 3.65627 -0.66132 0.44049
C 4.99391 -0.25665 0.37531
N 1.22984 -0.89833 -1.29242
H 2.36771 -4.10633 -0.78243
H 2.03291 -3.28588 -2.24251
H 0.67481 -3.69940 -1.14697
H 1.43285 -2.00657 0.48836
H 3.73710 -1.42882 -1.43485
H 3.89249 -2.64401 -0.15122
H 5.68169 -1.09409 0.54808
H 5.13457 0.50593 1.13885
H 5.24263 0.18472 -0.60376
H 1.91305 -0.57336 -1.97884
H 0.50639 -1.32600 -1.87426
*
```

***

# 2
Computed, not measured: a 5-piece molecular cluster, C15H36F3N2O6 overall, with ωB97M-V with the def2-TZVPD basis set.

The HOMO-LUMO gap comes out at 5.9 eV. As for the total energy: -39554.0578 eV. The LUMO energy is 2.49 eV.

Structure (ORCA input):
```
! wB97M-V def2-TZVPD RIJCOSX def2/J DEFGRID3
* xyz -1 1
N -8.04304 28.99830 21.12608
H -8.38836 29.19864 20.19833
H -7.37032 29.57960 21.60530
H -7.88681 28.02795 21.35870
H -8.93439 29.19045 21.56045
C -8.93422 28.77770 17.65546
O -7.80560 29.47157 18.17273
O -9.86180 28.83943 18.71108
C -9.40395 29.16832 16.21108
F -9.79514 30.47989 16.21665
F -8.51581 29.03861 15.16253
F -10.48189 28.44039 15.84650
C -6.62484 29.39451 17.42931
C -5.42587 29.58756 18.50761
H -5.65743 28.76730 19.18705
H -4.48238 29.36014 18.01141
H -5.29666 30.54977 19.00315
H -6.74032 30.21800 16.72459
H -6.35902 28.46472 16.92642
H -8.67459 27.72558 17.53823
C -10.52332 29.06458 24.09991
C -10.86941 30.36627 23.37355
O -10.30238 30.30426 22.06505
H -10.86421 29.06334 25.13523
H -9.45827 28.85510 24.00054
H -10.99191 28.21668 23.60032
H -10.54100 31.23531 23.94364
H -11.95859 30.40836 23.36770
C -5.54812 27.19338 23.72720
C -5.98359 26.26121 22.62042
N -7.41612 26.39912 22.34238
C -8.26777 26.31448 23.49972
C -8.30508 24.98230 24.31517
C -7.81042 25.40545 21.27089
C -7.22023 25.68160 19.91974
H -5.80621 28.23110 23.51597
H -4.45823 27.18782 23.71217
H -5.99697 26.94243 24.68828
H -5.41654 26.53037 21.72929
H -5.65496 25.25442 22.87829
H -8.02435 27.15613 24.14816
H -9.28348 26.57127 23.19890
H -7.25977 24.71978 24.47800
H -8.81520 24.91861 25.27632
H -8.75502 24.23896 23.65708
H -8.88707 25.23579 21.28300
H -7.48197 24.41505 21.58604
H -7.35823 24.87286 19.20209
H -6.13532 25.64865 20.01972
H -7.51057 26.69924 19.65857
C -8.16672 33.03108 21.12189
O -7.61820 32.93183 22.40342
C -6.65251 32.05068 22.70596
O -6.18467 31.16662 22.03207
O -6.30227 32.29466 24.00449
C -5.24444 31.65523 24.64669
H -9.15047 32.58368 21.26390
H -7.68411 32.44397 20.34055
H -8.45952 34.00486 20.72931
H -5.47362 30.59221 24.57193
H -5.02023 32.02312 25.64793
H -4.27137 31.76300 24.16751
*
```

***

# 3
Computed, not measured: C15H36NO2P2SiTm as an isolated structure, with ωB97M-V with the def2-TZVPD basis set.

The expectation value of S² is 2.00. The HOMO-LUMO gap (spin up / spin down) comes out at 6.4 / 6.4 eV. As for the total energy: -77706.8349 eV. The LUMO energy (spin up / spin down) is -0.29 / -0.26 eV.

Structure (ORCA input):
```
! wB97M-V def2-TZVPD RIJCOSX def2/J DEFGRID3
* xyz 0 3
C -0.89118 0.98071 -4.25481
C -0.95177 0.51750 -2.91457
N -0.02756 0.95832 -1.98479
C 0.73207 2.04015 -2.28340
C 0.69785 2.62526 -3.55135
C -0.09967 2.07543 -4.55591
C -2.00634 -0.35258 -2.52085
P -2.43801 -0.74210 -0.82569
Tm -0.06481 0.03750 0.23365
P 2.18052 1.57185 0.16133
C 1.62264 2.69104 -1.22422
O -1.08470 -2.97992 -3.62134
O 0.50240 -3.92069 -1.13582
H -1.55618 0.52299 -4.98160
H 1.33749 3.48880 -3.73096
H -0.10423 2.50455 -5.55622
C -3.89822 0.36175 -0.83798
C -3.20779 -2.40749 -0.79395
H 2.53316 3.07019 -1.71882
H 1.09704 3.54965 -0.76269
H -1.18497 -2.12211 -3.12865
H -2.67642 -0.70317 -3.34225
C 2.62690 2.81537 1.42140
C 3.79848 1.02883 -0.47925
H 0.73498 -1.54717 -0.39400
H -0.15353 -4.05794 -0.41354
H 0.08050 -3.29912 -1.73322
H -0.21262 -2.85371 -4.08435
H -0.86783 1.60573 0.84113
H 1.47297 -1.33075 -0.22538
H -4.67590 -0.07532 -1.48017
H -4.24030 0.46993 0.19430
H -3.59517 1.33754 -1.23986
H -4.04058 -2.46516 -1.50639
H -2.48826 -3.20966 -1.01198
H -3.58496 -2.55620 0.22794
H 4.50414 1.87219 -0.51884
H 4.18585 0.25161 0.19407
H 3.67307 0.59462 -1.48049
H 3.54665 3.34348 1.13068
H 1.80596 3.53466 1.54688
H 2.79049 2.29757 2.37736
C 2.07685 -0.85845 3.46882
Si 0.19349 -0.74228 3.53070
C -0.37913 -1.70138 5.04847
C -0.21244 1.08038 3.82380
C -0.59264 -1.40256 1.99441
H 2.50981 -0.50182 4.41494
H 2.52724 -0.26929 2.65681
H 2.38976 -1.90292 3.33711
H 0.08930 -1.32918 5.97011
H -1.46793 -1.62951 5.17685
H -0.12907 -2.76736 4.95665
H 0.26787 1.75961 3.10686
H -1.29533 1.25171 3.77118
H 0.12463 1.37415 4.82927
H -0.27916 -2.44145 1.78939
H -1.69538 -1.44375 2.08923
*
```

***

# 4
Computed, not measured: C15H37AsN6Ru as an isolated structure, with ωB97M-V with the def2-TZVPD basis set.

The expectation value of S² is 8.76. The HOMO-LUMO gap (spin up / spin down) comes out at 9.7 / 5.8 eV. As for the total energy: -88488.8157 eV. The LUMO energy (spin up / spin down) is -8.04 / -11.90 eV.

Structure (ORCA input):
```
! wB97M-V def2-TZVPD RIJCOSX def2/J DEFGRID3
* xyz 3 6
Ru -0.56977 0.50543 -0.43611
N -1.04925 -1.05733 -2.36318
C -2.45582 -0.94806 -2.76553
C -2.82771 0.52957 -2.87276
N -2.70834 1.20138 -1.57263
C -3.87299 0.88607 -0.72629
C -3.50607 0.70131 0.74424
N -2.46761 -0.32832 0.85791
C -2.51864 2.65527 -1.67805
C -1.26787 3.07924 -2.46507
N -0.07927 2.29149 -2.08498
H -0.83188 -2.02910 -2.14974
H -0.45491 -0.78823 -3.14757
H -2.64311 -1.42539 -3.73373
H -3.06467 -1.45912 -2.01621
H -2.14996 0.99944 -3.58581
H -3.84852 0.62757 -3.26562
H -4.62749 1.67627 -0.81204
H -4.32690 -0.04170 -1.08055
H -3.12392 1.63143 1.17743
H -4.41483 0.43443 1.29813
H -2.24099 -0.50601 1.83787
H -2.81114 -1.20558 0.46217
H -3.39254 3.11902 -2.15649
H -2.43527 3.04669 -0.65743
H -1.43893 2.98765 -3.53926
H -1.11288 4.14105 -2.25316
H 0.34667 1.85682 -2.90350
H 0.63143 2.89647 -1.67174
N 1.06033 -1.04768 -0.18307
C 1.90965 -1.80875 0.05275
N 2.83038 -2.66462 0.31536
C 2.84528 -3.98023 -0.32245
C 3.80347 -4.91697 0.39843
C 3.70529 -4.79164 1.91346
C 3.97569 -3.36524 2.38643
C 3.92207 -2.36345 1.22586
H 3.14153 -3.88085 -1.37620
H 1.83069 -4.39404 -0.31063
H 4.83583 -4.70616 0.10028
H 3.59554 -5.93921 0.08208
H 4.39290 -5.49469 2.38621
H 2.70048 -5.10295 2.22371
H 4.96381 -3.30330 2.84700
H 3.26418 -3.07634 3.16428
H 4.85836 -2.44261 0.65571
H 3.82801 -1.33941 1.59238
C 1.01268 1.61069 2.74830
As -0.06108 2.42935 1.33174
C -1.34583 3.43146 2.42718
C 1.13313 3.88521 0.78648
H 1.23753 2.35033 3.52106
H 1.95401 1.24969 2.33235
H 0.47867 0.77455 3.20508
H -0.77457 4.16804 2.99646
H -1.85631 2.76512 3.12427
H -2.08438 3.96406 1.82730
H 1.55363 4.33196 1.68957
H 0.59197 4.65960 0.24308
H 1.96029 3.52029 0.17523
*
```